1.
ORCA calculation (ωB97M-V with the def2-TZVPD basis set) on C41H48CsIN5O7P2 as an isolated structure.

ORCA input file:
```
! RIJCOSX wB97M-V def2-TZVPD def2/J DEFGRID3
* xyz -1 1
H 3.81228 4.41385 -1.45577
H 2.27684 -1.84634 -5.22833
C 3.75827 -2.80831 0.07665
C 2.29345 -1.67398 -4.14916
C -4.59952 2.65637 0.63154
H 2.14232 -4.88019 6.26262
O -2.19216 -1.79449 -1.47379
N 0.25278 4.42583 -2.70195
I 0.26533 0.47555 3.05143
H 1.34440 1.19505 -4.55432
H -2.49211 2.68812 0.17300
H 1.16149 6.02819 -3.70564
C -2.83227 3.35023 2.73986
C 1.15815 -3.18880 5.36812
N 0.23769 2.60735 1.21830
C 4.62261 -0.18120 0.24317
H -0.30751 -2.29005 -5.32306
C 5.01114 -2.45578 -0.40628
Cs -0.74755 0.22209 -0.49232
C 0.43830 -2.90463 6.55426
C -0.48964 -2.10835 -4.26043
H 1.81857 5.64598 -0.75738
C -0.37956 -1.82150 6.62680
H -1.55264 3.43623 -3.00204
H -3.41220 4.06310 -0.47176
C -3.38031 -1.54040 -1.23071
H -1.67840 4.92126 -2.04074
H -4.92020 3.34193 3.22933
P 1.23231 -2.19801 1.30385
H -4.84376 2.01579 -0.21784
C 0.17847 -4.82970 1.13996
C -3.94976 -0.89593 -0.09872
C 0.83312 3.26854 -2.25113
C -0.19075 -5.98895 -0.93518
C 2.97301 4.50308 -2.14777
O -3.20678 -0.46817 0.93827
C 0.90205 5.72779 -2.68168
H -3.65836 0.30439 1.38331
H -5.40786 3.39199 0.75135
C -4.13209 2.61006 2.99826
H 0.47967 -4.97127 -2.69805
C 0.24516 -1.16215 4.37535
C -0.44214 -0.93193 5.53762
H -0.57510 -6.84495 -1.47515
H 0.18226 6.45489 -2.29777
H -1.50274 -1.73425 -4.10971
H 2.72140 0.23316 1.13289
C -5.37651 -0.79711 -0.16367
O 0.16646 2.24167 -2.10409
H -1.01263 -0.01711 5.63015
H 0.55799 -3.56971 7.40151
H 3.12178 -1.00812 -3.90077
H 2.18931 1.26615 -1.53039
H -4.01675 1.94092 3.85356
C 5.45012 -1.14236 -0.32025
C -4.51622 -1.84197 -2.17342
H 6.42747 -0.86900 -0.69813
H 0.07423 -4.79414 2.21582
C 0.40108 -4.93783 -1.61882
H -2.02547 2.61901 2.60085
H 2.99438 2.31495 -0.35738
C -3.30184 3.40345 0.39048
P 0.71610 -0.92674 -3.54454
H 3.39023 4.59501 -3.15966
C 2.74973 -4.60906 4.23655
O -6.91975 -1.53688 -1.89305
H -0.39368 0.94771 -4.60911
H 5.64461 -3.21359 -0.85108
C 1.00986 -2.36789 4.20899
H -1.41765 5.01866 -3.79743
C 2.52675 -3.87374 3.06029
H 3.02718 -4.19685 2.15536
C 2.82426 2.14073 -1.42395
H 3.43476 -3.83870 -0.01219
C 0.26647 3.76836 0.99749
H -2.58383 3.97188 3.60216
C 2.03872 -4.29692 5.35496
H -0.94142 -1.60991 7.52754
O 0.26238 4.95967 0.75563
H 3.78016 1.94449 -1.91488
H -0.79222 -6.73406 0.98132
O -6.14611 -0.30678 0.66258
C -0.31036 -5.92616 0.44468
C -1.18154 4.45006 -2.89487
C -5.79592 -1.41098 -1.47807
H 0.64983 0.09246 -5.77881
C 2.92175 -1.85379 0.65184
C 1.65284 -2.81689 3.00423
H 3.44378 -5.43998 4.23131
N -2.98683 4.20881 1.56779
C 0.87172 -3.83323 -0.92678
H -0.42938 -3.04558 -3.70900
H 4.94873 0.84969 0.30485
C 3.36630 -0.53178 0.71523
H 2.70695 6.63016 -1.94286
H 1.29816 -2.99853 -1.47405
C 2.13260 5.71315 -1.79922
H 2.46081 -2.62367 -3.63701
H -2.12302 4.71327 1.40728
O -4.42221 -2.35584 -3.26163
H -5.33537 1.29263 1.94432
C 0.56796 0.45418 -4.75063
C 0.79457 -3.77424 0.46388
N -4.47115 1.81135 1.82199
N 2.18217 3.28922 -2.03620
*
```

Calculated values
**LUMO level**: 1.81 eV
**Electronic energy**: -92309.7098 eV
**ΔE to the lowest compared entry with this formula, charge and spin**: 0.0 kJ/mol
**Orbital gap**: 6.9 eV
**HOMO level**: -5.11 eV

2.
ORCA calculation (ωB97M-V with the def2-TZVPD basis set) on the molecule C4H9NO.

ORCA input file:
```
! RIJCOSX wB97M-V def2-TZVPD def2/J DEFGRID3
* xyz 0 1
H -3.26067 -0.46409 -0.20698
C -2.33194 -0.04661 -0.50670
H -0.73198 1.92679 0.13470
H -2.22621 0.99465 -0.57346
H 0.95403 1.91027 -0.67249
C 0.08745 -0.02376 0.19946
H 0.76696 1.77280 1.25636
C -1.29708 -0.57775 0.44736
H -1.49657 -0.42840 1.60424
O 2.35630 -0.38532 -0.31030
H -2.04976 -0.49111 -1.51086
C 0.29918 1.48993 0.17598
N 1.11424 -0.87454 0.11802
H -1.26879 -1.71752 0.41205
H 2.11712 0.65007 -0.68387
*
```

Calculated values
**LUMO level**: 0.71 eV
**SMILES string**: CC/C(C)=N/O
**Electronic energy**: -7828.4338 eV
**ΔE to the lowest compared entry with this formula, charge and spin**: 375.0 kJ/mol
**Orbital gap**: 9.8 eV
**HOMO level**: -9.12 eV

3.
ORCA calculation (ωB97M-V with the def2-TZVPD basis set) on C45H40ClN8O4SV as an isolated structure.

ORCA input file:
```
! RIJCOSX wB97M-V def2-TZVPD def2/J DEFGRID3
* xyz -1 4
H -3.55382 5.19254 -2.17292
C -2.24594 -2.32070 -3.40799
C 3.13295 3.11303 2.12864
C -0.05652 0.38795 -2.17677
H 0.88173 -4.21098 -1.19676
C 2.10151 2.55852 1.36937
C 3.33983 3.07994 -0.61755
H -2.14814 6.13702 -0.37007
C 2.23819 -2.93112 1.60061
S -4.22978 -0.31622 -1.96439
N 3.33804 -1.09863 2.93307
H 3.75893 -1.78519 -2.72614
H 2.59376 -1.21866 -4.74292
C -2.21506 1.52785 4.14670
C 1.54245 -4.08682 -0.34298
H -2.04576 -0.67443 -4.76705
C 0.20702 3.06082 -1.45753
H 2.70406 -5.80591 -0.89697
O -1.51768 0.50738 6.19751
V -0.11041 -1.36991 0.36493
O -0.66405 -1.01701 4.46812
H 5.05236 4.06133 2.12684
H 0.71292 2.39416 2.85360
Cl -3.45832 4.03205 3.86152
N -1.93650 1.08310 1.94099
C 0.69049 -1.18346 -3.90785
C -1.76812 0.60781 3.16151
C -2.77552 -3.59622 -3.22837
H 4.24958 -5.60494 1.03089
H -4.40437 2.85852 -1.98531
N -1.64300 -1.77987 -1.08001
H -1.69660 1.04036 -3.38773
H -1.08123 -0.08252 5.50126
H 2.55658 -0.50926 4.79969
H -3.89969 1.52005 -0.01171
C 3.04571 -0.05035 3.94378
H -3.91700 -5.18945 -4.08871
C 2.05648 -1.81616 2.58982
C -3.71675 -3.53528 -5.44074
H -4.91964 -2.99394 0.24324
H 3.98270 -1.77670 3.33473
H -1.45500 3.41472 -2.76724
C -3.54614 2.54180 -0.06626
C 2.19039 2.56820 -0.03036
O -2.77485 2.32835 6.29137
C 0.91317 0.75507 -1.23389
C 2.82675 -1.24492 -2.58681
C 4.26523 3.63248 1.51798
N -2.83446 -2.23254 -0.54550
N 1.68725 -0.20188 -0.55095
H -4.29515 -4.00322 -6.22792
H 0.23225 1.73994 1.40865
C -0.06700 -1.07189 -2.61597
C 4.38376 3.60186 0.13863
C -0.90722 1.34344 -2.71074
C -2.20999 1.48309 5.63685
H 5.26667 3.99495 -0.34843
H -1.63538 4.76849 1.63793
H 2.36875 0.66105 3.47766
C 2.02634 -1.17178 -3.81704
H 1.43892 -1.01333 2.20130
C -2.70046 2.58305 3.39612
C 3.26456 -3.85555 1.79614
C 1.33597 -3.00501 0.52559
H 3.04231 3.14071 3.20976
C -1.40436 -1.72930 -2.34427
H 4.38562 -1.35027 1.12668
H 0.19540 -1.18219 -4.87019
N -5.04562 -2.08215 -0.17031
H 0.60375 -1.58853 -1.92694
H -3.34543 -1.74215 -6.56102
C -3.94081 -1.61303 -0.87153
H 3.92812 -3.79440 2.65970
C -2.54679 5.13458 -0.28040
C 3.97170 -0.52839 1.70517
C -2.78122 3.09664 0.93987
H 0.32232 4.10405 -1.18492
N -2.49096 2.29714 2.09180
H 3.40325 3.06846 -1.69906
C 1.06275 2.11481 -0.90303
C -2.25589 4.37721 0.84237
C -3.18135 -2.26861 -5.62901
H 1.60761 -2.13369 3.53243
C -3.82064 3.30565 -1.19056
C -0.78232 2.67616 -2.35222
C -3.50663 -4.19868 -4.24047
H -2.62329 -4.09880 -2.28239
H -5.92121 -1.91569 -0.63476
C -1.06651 -0.71175 3.32125
C -2.44433 -1.66950 -4.62168
H 4.75116 0.16915 2.00296
H 3.19741 -0.03180 1.11329
C -3.33658 4.60076 -1.29206
C 2.57507 -5.00050 -0.18238
N 1.02488 1.94370 2.00477
C 2.58922 -0.94750 -1.26912
O -0.86454 -1.39276 2.29048
H 3.32144 -1.42422 -0.61445
H 3.97268 0.43959 4.23412
C 3.44801 -4.88978 0.89271
*
```

Calculated values
**LUMO level (alpha / beta)**: 1.80 / 1.80 eV
**Electronic energy**: -116471.6755 eV
**ΔE to the lowest compared entry with this formula, charge and spin**: 62.9 kJ/mol
**Orbital gap (alpha / beta)**: 5.9 / 6.2 eV
**HOMO level (alpha / beta)**: -4.06 / -4.39 eV

4.
ORCA calculation (ωB97M-V with the def2-TZVPD basis set) on C18H23AlBBeBrCl3F5N4 as an isolated structure.

ORCA input file:
```
! RIJCOSX wB97M-V def2-TZVPD def2/J DEFGRID3
* xyz 2 1
C 2.72454 -0.70085 1.65284
H 3.50475 -0.92887 2.40704
C -0.84826 -1.66284 0.71557
H -5.08439 -1.64005 0.93416
Al -6.82707 4.05058 2.24255
F 1.15270 -2.03314 -2.60030
H -1.38102 -0.27993 2.32769
N -0.19685 0.26638 -1.14326
F 1.56699 -0.58217 -4.35208
C 0.13772 1.19978 -1.97735
H 2.63269 2.90757 -3.41142
C 2.97134 0.29122 0.69030
H -3.86275 2.17417 3.10097
H -0.58445 1.45813 -2.74559
C 2.57265 -5.97272 0.49597
N 2.34914 1.64990 -1.14007
H -2.69466 -2.51113 2.24915
F 0.89584 -2.74172 -4.78642
H -0.82931 -2.65504 1.16260
N -6.28044 1.01031 1.42776
C 0.76982 0.00002 -0.24603
C 1.39651 1.90944 -1.98614
H 2.65935 4.24087 -0.58831
Br 6.06621 -0.22970 2.57446
C 0.51276 -1.01251 0.73774
C -4.90190 2.50234 3.05786
H 2.35735 5.89530 -1.17878
H 3.93498 0.78964 0.66530
Be 4.00436 -2.17038 1.22018
B 0.75336 -1.66217 -3.93591
H 1.23503 -2.15854 2.36541
C -1.85606 -0.72117 1.44574
F -0.58666 -1.22400 -3.89231
Cl 2.86544 -4.15737 0.42530
Cl 1.05280 -6.29499 -0.26145
H -2.17566 0.05456 0.74696
C 2.54450 4.86630 -1.47644
C 1.40124 4.32062 -2.28939
H 3.46994 4.86065 -2.05512
H -5.33111 2.45686 4.06230
H 0.89394 2.90306 -3.82177
H -1.18196 -1.70803 -0.32120
H -4.92344 3.54472 2.70108
C -4.04369 -1.84949 0.69742
Cl 2.62527 -6.52717 2.15052
H -3.60797 -1.10271 2.71932
H 3.36875 -6.44527 -0.06741
C 1.62192 2.98271 -3.01543
C -3.07865 -1.55855 1.87745
C -5.67426 1.66637 2.14428
H -3.71832 -1.32926 -0.20450
H -0.35251 4.42458 -2.90426
N 0.30323 4.95164 -2.32169
F 6.18665 -1.88817 1.84272
C 1.45469 -1.37060 1.65465
H -3.98469 -2.91632 0.47537
C 2.01968 0.65715 -0.24804
*
```

Calculated values
**LUMO level**: -8.93 eV
**Electronic energy**: -153854.4904 eV
**Orbital gap**: 4.8 eV
**HOMO level**: -13.69 eV

5.
ORCA calculation (ωB97M-V with the def2-TZVPD basis set) on C21H42N5O7 as an isolated structure.

ORCA input file:
```
! RIJCOSX wB97M-V def2-TZVPD def2/J DEFGRID3
* xyz 1 1
H -6.20874 -3.09364 -0.79029
C -5.86322 -1.01249 -0.15795
C 1.51855 4.36290 0.32284
H -1.75050 2.78063 -2.51025
H -4.65453 -3.39515 0.86469
O 3.43099 -2.20327 1.53559
C 2.47383 -0.24811 -1.14176
H 1.70024 5.37452 0.00954
C -0.60978 -0.55431 -0.91363
H -4.92271 -2.00845 -1.91167
H 0.49597 2.39877 -1.64446
C -3.22609 -2.00443 0.50780
C -4.17668 -3.04525 0.07417
C 0.54008 0.71868 -0.81470
O -2.84849 -1.23557 -0.61002
N 5.35323 -0.14611 1.20970
C -0.12089 1.80932 -1.27561
C 3.37818 -2.47420 -0.88090
H -3.56507 3.11272 -0.70471
H 6.06459 -2.81415 1.12885
H -6.30383 1.20193 1.06311
N -4.38875 1.54349 2.00451
H 1.75455 3.99040 1.25298
H 7.24992 -0.92451 1.04844
H -1.21750 1.04001 -2.67512
H -6.65391 -0.61305 -0.16365
N -2.94393 2.15193 -0.22958
O 3.48855 1.61350 -0.00109
H 6.21092 -2.60252 -0.42753
H 2.60549 0.04235 0.77284
O 2.11880 -1.62964 -0.83450
C -5.42040 -2.26721 -0.85077
C -2.55734 1.18494 -1.26519
H 4.33183 1.91261 0.13160
H -3.27811 -3.47452 -1.61427
N -0.32179 2.89886 0.03069
C 5.46911 -3.06026 0.37463
H -6.10382 0.37188 2.59773
H 4.08534 -2.58705 -1.65084
O -0.31631 -1.57512 0.25290
H -0.00184 2.46817 1.29277
H -1.97931 0.21911 0.71971
O 1.42358 0.35918 -1.78466
C 0.13125 4.19239 -0.04167
C 6.71134 0.04304 1.24315
C -1.99259 -0.26113 -0.50684
H -0.53813 4.91132 0.80447
H 0.67226 -2.02934 -0.07568
C 4.24893 -2.21566 0.27952
C -1.44686 1.71138 -1.94482
C 3.31147 0.30331 0.00481
H -2.49185 -2.36306 1.07726
N -3.59387 -3.85075 -0.67195
H 7.16746 0.79479 1.90986
H -1.97237 2.58632 0.09288
H 7.10986 0.52665 0.27002
O -3.99209 -0.91708 1.27111
C -5.34727 -0.44443 0.94099
H 2.06824 3.93869 -0.54978
H -0.20179 4.55052 -0.94093
C 4.71987 -0.56947 0.10785
H 5.26317 -0.43684 -0.77407
H 2.88695 -3.39711 -0.64410
C -5.56687 0.66228 1.54851
H -3.97194 0.96857 2.61071
H -2.93921 -4.50374 -0.43805
H -3.27359 0.95067 -1.68002
H -0.66975 -0.99714 -1.72568
H -3.70718 1.94786 0.51994
H 3.42242 -0.32945 -2.17836
H 5.07086 -0.20138 2.05908
H 3.29785 -3.22651 1.73489
H 0.82222 0.69725 0.37981
H 5.19721 -4.01939 0.60814
H -4.65620 2.39056 2.36700
*
```

Calculated values
**LUMO level**: -2.23 eV
**Electronic energy**: -44212.3320 eV
**ΔE to the lowest compared entry with this formula, charge and spin**: 2286.3 kJ/mol
**Orbital gap**: 8.2 eV
**HOMO level**: -10.48 eV

6.
ORCA calculation (ωB97M-V with the def2-TZVPD basis set) on a 2-piece molecular cluster, C2H5O2 overall.

ORCA input file:
```
! RIJCOSX wB97M-V def2-TZVPD def2/J DEFGRID3
* xyz -1 1
H 0.38791 -2.12169 2.16697
C 0.39627 -1.88098 1.06503
O -0.64177 2.75942 -1.47160
H -0.08874 2.79151 -2.33495
C 0.00557 -0.61755 0.53734
H 0.08626 0.21682 1.28772
O -0.28357 -0.29464 -0.69309
H 0.26093 -2.80515 0.42445
H -0.12285 1.95225 -0.98186
*
```

Calculated values
**LUMO level**: 4.27 eV
**Electronic energy**: -6249.5073 eV
**ΔE to the lowest compared entry with this formula, charge and spin**: 157.4 kJ/mol
**Orbital gap**: 6.7 eV
**HOMO level**: -2.42 eV